The following is a DFT calculation (wB97M-V/def2-TZVPD) of a cluster of 8 separate species, C24H39F6N5O7 in total at a distorted geometry.

```
81
Properties=species:S:1:pos:R:3:forces:R:3:mulliken_charge:R:1
C -1.5141 4.4283 -9.0308 -1.20 -0.09 -0.46 -1.131
C -0.1807 4.1579 -8.4121 -0.87 -0.46 -0.74 -0.114
O 0.7660 4.4459 -9.4566 2.71 0.36 -1.13 -0.185
C 1.4908 3.5243 -10.1899 -2.23 -0.02 1.73 0.313
O 1.2879 2.3480 -10.1132 0.75 0.14 -0.24 -0.540
C 2.4202 4.1600 -11.2887 -1.61 -0.31 0.59 0.876
F 2.7468 5.4037 -10.9282 0.29 -0.33 -0.69 -0.153
F 3.4879 3.4264 -11.5623 0.12 0.31 0.50 -0.245
F 1.6599 4.1461 -12.4112 0.39 0.67 0.26 -0.258
H -1.5356 4.0011 -10.0335 -0.12 -0.13 0.01 0.329
H -1.7957 5.4763 -9.1326 0.31 0.11 0.12 0.225
H -2.2927 3.9400 -8.4447 -0.11 0.03 0.02 0.388
H -0.2042 3.1044 -8.1335 0.74 0.08 0.16 0.356
H -0.0735 4.8391 -7.5680 0.93 -0.26 -0.08 0.157
C 8.5461 11.0887 -7.5039 -0.38 0.70 -1.25 -1.117
C 7.9890 10.8858 -8.9545 0.61 0.74 1.89 -0.164
O 7.6487 9.5133 -9.1563 -1.40 -1.66 -0.02 -0.305
C 6.4088 9.0335 -8.8937 -0.78 4.01 0.51 0.054
O 5.4489 9.7082 -8.5026 2.45 -1.83 -0.89 -0.391
C 6.2488 7.5931 -9.2957 -0.56 -2.16 -0.24 0.976
F 5.0955 7.0953 -8.7978 0.08 0.69 -0.59 -0.146
F 6.2393 7.4660 -10.6476 -0.26 0.42 0.66 -0.284
F 7.1819 6.7736 -8.8430 0.79 0.32 0.11 -0.266
H 9.4853 10.5415 -7.4221 -0.43 -0.41 0.57 0.308
H 7.7620 10.9773 -6.7549 0.27 -0.83 0.07 0.333
H 8.8213 12.1341 -7.3638 0.09 0.22 -0.40 0.397
H 8.8128 11.0804 -9.6412 -0.38 -0.03 -0.23 0.293
H 7.1433 11.5574 -9.1019 -0.06 -0.27 -0.31 0.213
C 1.6719 9.1184 -10.4401 -0.93 -0.34 1.77 -0.854
O 1.0789 8.9979 -9.0941 0.69 0.13 -0.52 0.147
C -0.3035 9.3348 -9.0802 0.52 -1.07 -1.64 -0.802
C -1.0186 9.2675 -7.7918 0.18 1.46 0.85 -0.473
O -0.4516 10.2562 -6.9086 -0.81 -0.59 0.79 -0.352
C -0.7873 10.0551 -5.5244 -0.08 0.14 0.29 -0.626
C -2.2211 10.4648 -5.0364 1.00 -0.92 -1.55 -0.762
O -3.1762 9.5616 -5.5774 0.57 -0.85 0.22 -0.248
C -4.4525 9.8081 -5.0657 -0.10 1.11 0.10 -0.769
H 2.7018 8.7620 -10.4247 -0.04 0.09 0.42 0.088
H 1.6453 10.1788 -10.6908 -0.09 -0.10 -0.55 0.349
H 1.1248 8.4481 -11.1031 -0.16 0.37 -0.35 0.346
H -0.8275 8.5611 -9.6414 -0.17 -0.13 -0.67 0.297
H -0.4648 10.2713 -9.6142 -0.03 0.35 0.22 0.404
H -1.0929 8.2667 -7.3663 0.51 -0.06 0.28 0.328
H -2.0413 9.5494 -8.0422 -0.27 0.01 0.11 0.402
H -0.0555 10.6003 -4.9283 -0.06 0.53 -0.21 0.482
H -0.5208 9.0320 -5.2593 -0.59 -0.38 0.01 0.353
H -2.4540 11.4599 -5.4153 0.07 0.36 0.17 0.349
H -2.2647 10.4393 -3.9476 0.14 0.08 0.19 0.454
H -5.1857 9.0489 -5.3381 0.33 0.02 -0.23 0.233
H -4.7220 10.7991 -5.4309 -0.75 0.10 -0.23 0.329
H -4.4505 9.9363 -3.9833 0.12 -0.39 0.35 0.294
C 4.3001 7.1105 -3.2068 -0.30 -0.44 0.36 -0.381
C 4.0896 7.4506 -1.7960 0.25 0.21 0.06 0.198
N 3.9354 7.7231 -0.6888 -0.06 -0.09 -0.29 -0.480
H 3.5134 6.4063 -3.4775 -0.09 0.14 -0.24 0.194
H 5.2405 6.5756 -3.3393 0.09 0.27 -0.01 0.442
H 4.2338 7.9983 -3.8358 0.10 -0.11 0.11 0.022
C 2.6767 8.4898 -6.6207 -0.33 -0.39 0.99 1.141
C 2.5383 7.0286 -6.4947 -0.52 -3.71 -0.04 0.443
N 2.4216 5.8582 -6.3269 0.40 4.22 -0.64 -0.727
H 1.7194 8.9797 -6.7985 -0.01 -0.27 -0.21 -0.500
H 3.4059 8.8322 -7.3550 0.06 -0.38 0.18 -0.503
H 2.9389 8.7595 -5.5977 0.39 0.51 -0.09 0.102
C 4.6485 4.0888 -7.8827 0.90 0.42 1.14 -0.350
C 5.6312 4.7129 -6.8639 0.57 0.54 0.63 0.227
N 6.3788 5.2005 -6.0959 -2.22 -1.44 -2.23 -0.550
H 5.1773 3.6905 -8.7486 0.21 0.20 0.12 0.397
H 3.8918 4.8063 -8.2000 0.30 0.21 0.16 -0.161
H 4.1047 3.2628 -7.4242 0.19 0.06 0.24 0.458
C 3.2975 11.6758 -8.5209 -0.14 -1.38 -0.33 0.087
C 3.8469 11.6960 -7.1998 -1.01 0.78 -1.29 0.337
N 4.2924 11.6897 -6.1634 1.09 -0.05 2.47 -0.552
H 3.1191 10.6067 -8.6367 0.00 -0.13 -0.59 -0.417
H 4.0945 11.9561 -9.2096 -0.52 0.28 -0.26 0.284
H 2.2995 12.0978 -8.6396 0.43 0.63 0.09 0.377
C 0.5948 9.2512 -0.7296 0.30 0.07 -0.90 -0.872
C 1.0673 8.8762 -2.1004 1.62 -0.65 -3.56 0.466
N 1.4373 8.6656 -3.2169 -1.71 0.85 4.77 -0.432
H 0.3861 8.3952 -0.0879 -0.20 -0.07 -0.40 0.284
H -0.2761 9.8805 -0.9129 -0.20 -0.19 0.37 0.299
H 1.3257 9.8528 -0.1891 0.24 -0.03 -0.37 0.282
```
Forces are in eV/Å.

## Properties
Structure (SMILES)   CCOC(=O)C(F)(F)F.CCOC(=O)C(F)(F)F.COCCOCCOC.CC#N.CC#N.CC#N.CC#N.CC#N
Multiplicity   1
Kohn-Sham gap   10.51 eV
LUMO energy   0.4738 eV

The following is a DFT calculation (wB97M-V/def2-TZVPD) of a cluster of 2 separate species, C3H11N2 in total at a distorted geometry.

```
16
Properties=species:S:1:pos:R:3:forces:R:3:mulliken_charge:R:1
C 2.3801 0.3849 -0.6506 -0.62 -2.37 -0.10 -0.753
N 1.0714 1.0258 -0.2966 0.36 1.16 0.32 -0.274
H 2.4976 -0.3044 0.2128 0.39 0.00 -0.98 0.332
H 3.2406 1.0262 -0.6609 -0.10 0.84 -0.01 0.343
H 2.3109 -0.1581 -1.6467 -0.08 0.61 1.48 0.305
H 1.2637 1.6836 0.4807 -0.54 -0.81 0.06 0.398
H 0.7440 1.6617 -1.0107 -0.25 -0.01 -0.66 0.355
H 0.2763 0.3370 -0.1188 0.76 0.56 -0.32 0.308
C -1.6929 -0.7258 1.6943 0.14 0.46 -1.00 -0.565
C -1.8509 -0.1944 0.4789 -2.08 -1.91 -0.48 -0.104
N -1.2756 -0.7834 -0.7071 0.28 1.97 -0.09 -0.564
H -0.8791 -1.4360 1.7529 -0.18 -0.34 0.66 0.238
H -2.4490 -0.5845 2.4604 0.69 0.33 0.21 0.271
H -2.7483 0.4066 0.2135 0.95 -0.02 0.43 0.283
H -0.9812 -1.7429 -0.7235 -0.20 -0.32 0.55 0.186
H -1.9077 -0.5964 -1.4786 0.47 -0.15 -0.07 0.243
```
Forces are in eV/Å.

## Properties
Charge   +1
Multiplicity   1
Relative energy (zero: lowest compared OMol25 entry of this formula, charge and spin)   1.627 eV
Kohn-Sham gap   9.34 eV
LUMO energy   -3.3740 eV

The following is a DFT calculation (wB97M-V/def2-TZVPD) of an isolated molecule of C11H14N2OS.

```
29
Properties=species:S:1:pos:R:3:forces:R:3:mulliken_charge:R:1
C 1.1678 -2.6696 2.5002 -0.14 -0.01 0.12 -1.121
C -0.0697 -2.2796 3.2990 0.14 0.21 -0.13 -0.271
C -0.3658 -0.7814 3.2008 0.05 -0.31 0.55 -1.075
N -0.6138 -0.3643 1.8327 0.22 0.24 -0.19 0.085
C -1.7711 -0.7124 1.2247 -0.30 -0.05 -0.25 0.114
N -2.0972 -0.4455 0.0086 -0.63 -0.29 -0.03 -0.615
C -1.1780 0.2456 -0.6976 0.73 0.30 0.16 0.547
S -1.3892 0.7097 -2.3459 0.28 0.03 0.32 -0.250
C 0.1749 1.4892 -2.3562 -0.05 -0.13 0.31 0.672
C 0.6915 2.1648 -3.5847 0.03 0.07 -0.20 0.072
C -0.2894 2.1328 -4.7489 0.19 0.08 0.06 -1.437
C 0.8014 1.3864 -1.1553 -0.07 0.04 -0.20 -1.918
C 0.0417 0.6769 -0.1934 -0.55 -0.21 -0.24 0.703
C 0.3918 0.3727 1.1730 -0.16 0.02 -0.11 0.372
O 1.4134 0.6884 1.7481 0.28 0.07 0.02 -0.678
H 1.0102 -2.5003 1.4369 0.05 0.00 -0.11 0.255
H 1.3969 -3.7222 2.6467 0.05 -0.09 -0.05 0.384
H 2.0243 -2.0782 2.8142 0.11 0.04 -0.01 0.305
H -0.9316 -2.8492 2.9423 -0.05 -0.03 0.10 0.286
H 0.0802 -2.5219 4.3525 -0.09 -0.02 0.03 0.367
H -1.2351 -0.5251 3.8130 0.08 0.05 -0.06 0.351
H 0.5007 -0.2094 3.5429 -0.23 -0.05 -0.01 0.392
H -2.4852 -1.2607 1.8238 0.04 -0.06 0.20 0.368
H 1.6274 1.6807 -3.8812 -0.03 0.07 0.02 0.240
H 0.9328 3.2027 -3.3356 0.03 -0.07 -0.03 0.251
H -1.2170 2.6326 -4.4799 -0.11 0.07 -0.05 0.380
H 0.1370 2.6353 -5.6135 -0.04 0.01 -0.09 0.371
H -0.5209 1.1064 -5.0241 -0.04 -0.08 -0.11 0.375
H 1.7722 1.7956 -0.9429 0.21 0.11 -0.02 0.473
```
Forces are in eV/Å.

## Properties
Structure (SMILES)   CCCn1cnc2sc(CC)cc2c1=O
Multiplicity   1
Relative energy (zero: lowest compared OMol25 entry of this formula, charge and spin)   0.000 eV
Kohn-Sham gap   8.82 eV
LUMO energy   0.6225 eV

The following is a DFT calculation (wB97M-V/def2-TZVPD) of a cluster of 5 separate species, C45H46IN4O14S in total at a distorted geometry.

```
111
Properties=species:S:1:pos:R:3:forces:R:3:mulliken_charge:R:1
C 0.0148 6.7156 1.3320 4.14 -4.51 3.00 -0.495
C 0.6916 5.8504 2.0711 -2.57 3.97 -3.67 -0.308
C 1.5316 4.7326 2.8680 -1.31 0.23 -1.15 0.239
C 0.5030 3.6158 3.5005 1.91 -0.03 0.41 -0.671
C 1.2335 2.1694 3.2291 -1.56 0.89 0.28 -0.897
C 0.8624 1.7289 1.7197 -0.98 -0.52 0.59 1.305
C -0.5454 0.9358 1.7856 -0.63 0.62 0.51 -1.719
C -1.2152 0.6161 0.3366 -0.36 -1.45 1.94 -0.592
I -1.9821 2.5742 -0.3824 0.29 -0.82 0.07 0.078
C -2.4107 -0.4324 0.5970 -1.12 0.63 -0.50 0.218
C -3.2746 -0.8335 -0.6960 -2.75 -1.71 -2.86 0.171
C -4.5272 -1.8019 -0.4552 0.63 1.35 -4.12 -0.355
C -5.4634 -2.2217 -1.6807 2.23 1.88 -0.68 -0.401
C -5.2134 -1.7205 -3.1666 2.66 1.46 2.48 0.575
C -6.1435 -2.0711 -4.4316 0.22 0.65 0.41 -0.921
C -3.9472 -0.8038 -3.4126 -1.00 -1.27 4.03 -0.820
C -3.0210 -0.3888 -2.1808 -2.33 -1.58 0.29 -0.224
O -0.3080 0.0205 -0.6346 0.67 0.60 1.80 -0.238
S 1.0952 -0.5859 0.0751 2.83 -7.57 -1.89 1.346
O 1.9464 -1.1361 -1.0783 -2.70 3.19 2.82 -0.753
O 0.8186 -1.8031 0.9686 -0.51 4.81 -1.86 -0.643
C 1.9684 0.8036 0.9907 0.90 2.03 0.95 0.847
O 2.7866 1.6498 0.1466 -2.16 -1.19 -0.42 -0.318
C 2.1169 2.0346 -1.0856 1.03 1.43 -1.75 0.472
C 2.7585 3.4488 -1.6298 -1.67 0.34 -0.17 -0.313
C 1.5328 4.4894 -1.9723 0.06 0.42 -0.06 -0.732
C 3.0082 0.0789 2.0371 6.19 -2.50 2.23 -0.099
O 2.6435 -0.6321 3.0418 -0.72 2.87 -3.38 -0.641
O 4.3920 0.2134 1.7833 -6.67 0.46 0.03 -0.679
H -0.3203 7.4120 0.4705 0.61 -1.63 2.24 0.325
H 2.1964 4.1673 2.0926 -1.18 1.28 1.17 -0.155
H 2.2420 5.1805 3.6614 -1.41 -0.56 -1.34 0.472
H -0.5513 3.6734 3.0466 1.67 0.02 0.76 0.306
H 0.5168 3.8086 4.6480 -0.50 -0.40 -2.01 0.359
H 0.7359 1.4355 3.9755 1.39 0.91 -1.29 0.335
H 2.3514 2.3426 3.4255 -1.67 -0.75 -0.35 0.296
H 0.6465 2.7198 1.1387 0.70 -1.94 0.61 0.065
H -0.4994 -0.0335 2.4322 0.35 1.56 -1.38 0.312
H -1.3015 1.6301 2.3402 1.25 -1.21 -1.07 0.422
H -3.1414 0.0842 1.3486 1.26 -0.84 -1.32 0.273
H -2.0282 -1.3939 1.1130 -0.17 1.59 -1.01 0.381
H -4.7562 -2.1929 0.5982 0.32 0.66 -1.82 0.211
H -6.3917 -2.9202 -1.5395 2.12 1.51 -0.04 0.030
H -6.0665 -1.1894 -5.1926 0.00 -1.63 1.35 0.303
H -7.2765 -2.1595 -4.1663 2.20 -0.11 -0.29 0.252
H -5.7430 -3.0279 -4.9310 -0.85 1.43 0.76 0.233
H -3.6955 -0.4012 -4.4702 -0.49 -0.79 2.10 0.197
H -2.1354 0.3046 -2.4299 -1.57 -1.35 0.55 0.169
H 2.3621 1.2635 -1.9276 -0.82 1.05 1.78 0.250
H 0.9883 2.2289 -0.9895 1.66 -0.63 0.12 -0.487
H 3.2912 3.2562 -2.6317 -0.42 0.31 1.84 0.308
H 3.4039 3.9670 -0.8338 -0.65 -1.10 -1.33 0.116
H 0.5787 3.9510 -2.3328 1.56 0.67 0.47 0.183
H 1.2221 5.1190 -1.0488 0.58 -1.15 -1.41 0.066
H 1.8359 5.2456 -2.8070 -0.44 -1.35 1.48 0.341
C -2.8305 -2.6827 5.4933 -0.02 0.00 0.01 -0.600
C -3.9395 -3.1339 6.2049 -0.03 0.17 -0.28 -0.406
C -5.2234 -2.8790 5.7310 -0.04 -0.04 0.04 -0.472
C -5.3854 -2.1733 4.5378 0.79 -0.17 0.31 -0.204
C -4.2778 -1.7126 3.8251 0.01 0.01 -0.05 -0.087
C -2.9979 -1.9701 4.3087 -0.21 -0.07 0.13 -0.234
N -6.7342 -1.9244 4.0214 -0.65 0.17 -0.31 1.041
O -7.6845 -2.3286 4.6851 0.63 0.26 -0.45 -0.627
O -6.8367 -1.3304 2.9537 0.07 -0.45 0.78 -0.599
H -1.8298 -2.8885 5.8635 -0.14 0.05 -0.08 0.430
H -3.8024 -3.6878 7.1287 -0.07 0.08 -0.13 0.366
H -6.0785 -3.2365 6.2957 0.02 0.14 -0.26 0.434
H -4.3929 -1.1584 2.8988 -0.20 -0.11 0.18 0.478
H -2.1292 -1.6184 3.7600 -0.13 -0.05 0.04 0.469
C -11.1895 -5.2582 1.4295 0.04 0.00 -0.04 -0.383
C -11.6411 -4.7546 0.2122 0.29 -0.08 0.06 -0.452
C -10.7483 -4.5664 -0.8389 -0.03 0.01 -0.05 -0.294
C -9.4028 -4.8910 -0.6608 -0.59 -0.11 0.68 0.117
C -8.9437 -5.3887 0.5590 0.07 -0.03 0.01 -0.274
C -9.8438 -5.5707 1.6052 -0.14 0.10 -0.25 -0.511
N -8.4632 -4.7184 -1.7721 0.47 0.05 -0.59 1.017
O -8.8991 -4.2605 -2.8237 0.31 -0.30 0.75 -0.596
O -7.2954 -5.0452 -1.5887 -0.90 0.19 -0.13 -0.584
H -11.8906 -5.4089 2.2459 0.11 0.04 -0.11 0.368
H -12.6913 -4.5114 0.0819 0.17 -0.01 -0.03 0.359
H -11.1138 -4.1732 -1.7821 0.27 -0.08 0.09 0.430
H -7.8982 -5.6393 0.7087 -0.14 0.11 -0.23 0.442
H -9.4974 -5.9601 2.5575 0.00 0.08 -0.16 0.369
C 7.6090 1.8341 -0.8132 0.03 0.23 0.09 -0.754
C 6.5593 2.1064 0.0602 0.01 -0.08 -0.17 -0.256
C 6.5646 3.2778 0.8121 0.01 0.11 0.02 -0.559
C 7.6271 4.1739 0.6773 -0.07 -0.76 -0.45 0.007
C 8.6854 3.9017 -0.1914 0.10 0.06 -0.05 -0.503
C 8.6721 2.7263 -0.9366 -0.16 0.06 0.12 -0.128
N 7.6253 5.4208 1.4477 -0.08 0.45 0.35 1.029
O 6.6885 5.6181 2.2150 0.72 -0.05 -0.54 -0.606
O 8.5593 6.1996 1.2786 -0.61 -0.44 0.16 -0.622
H 7.5982 0.9210 -1.4025 -0.01 0.08 0.14 0.509
H 5.7331 1.4051 0.1533 -0.03 0.09 0.26 0.501
H 5.7399 3.4770 1.4889 0.20 0.04 -0.08 0.578
H 9.5182 4.5895 -0.2997 -0.24 0.00 0.15 0.433
H 9.4888 2.5059 -1.6179 -0.06 0.07 0.11 0.402
C 7.4889 -2.1130 -5.5412 0.04 0.03 0.01 -0.401
C 8.7473 -2.5637 -5.9325 -0.04 0.25 0.18 -0.421
C 9.8917 -1.9004 -5.4988 0.06 -0.04 -0.02 -0.312
C 9.7639 -0.7866 -4.6677 -0.74 -0.43 -0.28 -0.095
C 8.5053 -0.3264 -4.2790 0.00 0.04 0.04 -0.130
C 7.3667 -0.9948 -4.7202 0.22 -0.10 -0.10 -0.486
N 10.9661 -0.0996 -4.1874 0.62 0.35 0.25 0.981
O 12.0551 -0.5207 -4.5645 -0.77 0.31 0.26 -0.599
O 10.8145 0.8544 -3.4324 0.12 -0.65 -0.54 -0.593
H 6.5982 -2.6369 -5.8772 0.12 0.08 0.06 0.369
H 8.8359 -3.4353 -6.5739 0.04 0.13 0.10 0.363
H 10.8659 -2.2626 -5.8113 -0.08 0.22 0.18 0.424
H 8.3955 0.5419 -3.6368 0.22 -0.13 -0.11 0.434
H 6.3828 -0.6466 -4.4209 0.17 -0.02 0.01 0.439
```
Forces are in eV/Å.

## Properties
Charge   -1
Multiplicity   1
Kohn-Sham gap   5.67 eV
LUMO energy   0.4501 eV